1.
A molecular structure, C4H9I3Si at a distorted geometry, computed with the ωB97M-V functional and the def2-TZVPD basis.

```
17
Properties=species:S:1:pos:R:3:mulliken_charge:R:1
C -2.1010 -0.4928 -0.4719 -1.514
C -0.7066 1.1118 0.8596 -1.304
C 0.2890 -0.9423 -0.1839 -1.240
C -0.7190 0.1603 -0.3324 0.872
Si 2.6062 -0.1184 -0.0783 0.283
I 2.6955 1.8196 -1.6201 -0.067
I 3.1749 0.6005 2.2224 -0.056
I 4.1895 -1.8655 -0.8227 -0.101
H -2.8686 0.2718 -0.5770 0.399
H -2.3266 -1.0908 0.4108 0.355
H -2.1368 -1.1423 -1.3454 0.392
H -0.8918 0.5672 1.7858 0.315
H -1.4802 1.8694 0.7440 0.391
H 0.2511 1.6215 0.9442 0.255
H 0.2027 -1.4888 0.7472 0.385
H 0.3371 -1.6094 -1.0359 0.476
H -0.5156 0.7283 -1.2464 0.159
```

Its energy is -1340.4668 hartree. As for the HOMO energy: -0.3317 hartree. As for the max |F|: 2.92 eV/Å. The HOMO-LUMO gap is 8.227 eV. Its multiplicity is 1. The energy above the lowest of the compared OMol25 structures with the same formula, charge and spin comes out at 0.703 eV.

***

2.
A gas-phase ion, C4H9IN2 (charge +2) at a distorted geometry, computed with the ωB97M-V functional and the def2-TZVPD basis.

```
16
Properties=species:S:1:pos:R:3:mulliken_spin:R:1
C -0.0850 -0.0419 -0.4184 -0.169
C 0.6370 1.0265 -0.3200 0.209
C -0.5562 1.3305 -1.0102 -0.030
C -0.2185 -1.4840 -0.1148 0.384
N 1.9277 1.8959 0.2731 0.030
N -1.5423 -1.9239 0.6008 0.009
I 1.4324 -2.2872 1.0256 1.566
H -0.3835 1.4116 -2.1201 -0.002
H -1.4572 1.8504 -0.6412 -0.002
H -0.3889 -2.1250 -1.0030 -0.015
H 1.4922 2.6633 0.7782 -0.001
H 2.3584 2.2137 -0.5844 0.000
H 2.4040 1.4280 1.0987 -0.003
H -1.5137 -2.8155 1.1652 0.012
H -1.7403 -1.1827 1.3690 0.008
H -2.3661 -1.9598 -0.0984 0.006
```

Its energy is -564.0916 hartree. As for the HOMO energy (spin up / spin down): -0.5113 / -0.6632 hartree. As for the max |F|: 5.50 eV/Å. The HOMO-LUMO gap (spin up / spin down) is 6.403 / 6.657 eV. Its multiplicity is 3. The expectation value of S² is 2.00. The energy above the lowest of the compared OMol25 structures with the same formula, charge and spin comes out at 0.295 eV. As for the charge: +2.

***

3.
A gas-phase ion, C4H9IN3 (charge +1) at a distorted geometry, computed with the ωB97M-V functional and the def2-TZVPD basis.

```
17
Properties=species:S:1:pos:R:3:mulliken_charge:R:1
C 0.5682 1.5898 0.0551 -0.028
C 0.0538 -0.7477 -0.6623 0.448
C -1.1599 -0.0691 1.4700 -1.532
C -0.6993 0.2472 0.0800 0.007
N 1.3946 1.3863 0.8934 -0.342
N 0.0975 -0.7828 -1.9923 -0.375
N 0.7823 -1.6074 0.0730 -0.328
I 0.0634 3.1980 -1.2071 0.201
H -0.3277 -0.0251 2.1207 0.552
H -1.8449 0.7397 1.7768 0.370
H -1.9602 -0.9097 1.3762 0.286
H -1.6105 0.5730 -0.5439 0.485
H 2.2473 1.8752 0.8699 0.281
H -0.0345 0.1258 -2.5045 0.250
H 0.5250 -1.6236 -2.4250 0.231
H 0.8506 -1.4427 1.0309 0.216
H 1.0545 -2.5268 -0.4109 0.277
```

Its energy is -619.4866 hartree. As for the HOMO energy: -0.4908 hartree. As for the max |F|: 5.43 eV/Å. The HOMO-LUMO gap is 9.397 eV. Its multiplicity is 1. As for the structure (SMILES): [H]/N=C(\I)[C@H](C)C(N)=[NH2+]. The energy above the lowest of the compared OMol25 structures with the same formula, charge and spin comes out at 1.890 eV. As for the charge: +1.

***

4.
2 unconnected molecules or ions with the total composition C4H9IN4 at a distorted geometry, computed with the ωB97M-V functional and the def2-TZVPD basis.

```
18
Properties=species:S:1:pos:R:3:mulliken_charge:R:1
C 1.6540 -0.0138 -1.5755 0.304
C -1.5290 -1.3948 1.5829 0.407
C -0.1074 0.7865 -0.0357 -0.153
C -0.5933 -1.0700 2.5662 -0.787
N -2.4277 -1.8200 0.9743 -0.012
N 0.7463 0.8213 -1.1145 0.104
N 2.4533 0.1117 -2.6481 -0.243
N -1.0197 1.7118 -0.0108 -0.412
I -1.1037 3.6467 -1.0653 0.287
H 1.8911 -1.0169 -1.0700 0.294
H 0.4563 -0.8800 2.4130 0.340
H -0.5239 -1.9319 3.1109 0.372
H -0.9701 -0.1427 3.1797 0.333
H -3.1577 -2.3581 0.5664 0.345
H 0.3683 1.5982 -1.6103 -0.040
H 3.1308 -0.5944 -2.8737 0.265
H 2.3383 0.8749 -3.2470 0.233
H -1.6059 1.6713 0.8575 0.364
```

Its energy is -673.7915 hartree. As for the HOMO energy: -0.6036 hartree. As for the max |F|: 4.29 eV/Å. The HOMO-LUMO gap is 8.533 eV. Its multiplicity is 1. The energy above the lowest of the compared OMol25 structures with the same formula, charge and spin comes out at 0.000 eV. As for the charge: +2.

***

5.
A gas-phase ion, C4H9INO (charge -1) at a distorted geometry, computed with the ωB97M-V functional and the def2-TZVPD basis.

```
16
Properties=species:S:1:pos:R:3:mulliken_charge:R:1
C 1.5463 -0.5486 0.1539 -1.170
C 0.3267 0.1527 -0.4181 -0.283
C -0.9097 -0.1321 0.4375 -0.376
C -2.0746 0.6749 -0.0359 -0.990
N -3.4758 0.0782 0.8563 -0.028
O -3.0436 -0.1009 2.0056 -0.452
I -4.1498 -1.8416 -0.4441 -0.615
H 1.7342 -1.5328 -0.2725 0.302
H 2.5329 -0.0493 0.3093 0.327
H 1.3361 -0.9275 1.1737 0.341
H 0.5346 1.3466 -0.3459 0.156
H 0.0719 -0.0722 -1.4063 0.418
H -1.0224 -1.2020 0.4651 0.356
H -0.6596 0.1529 1.4768 0.249
H -2.2435 0.7091 -1.0640 0.386
H -1.9113 1.7171 0.2705 0.378
```

Its energy is -585.4365 hartree. As for the HOMO energy (spin up / spin down): -0.1059 / -0.1060 hartree. As for the max |F|: 4.33 eV/Å. The HOMO-LUMO gap (spin up / spin down) is 6.456 / 6.458 eV. Its multiplicity is 1. As for the structure (SMILES): CCCCN([O-])I. The energy above the lowest of the compared OMol25 structures with the same formula, charge and spin comes out at 0.114 eV. As for the charge: -1.

***

6.
A gas-phase ion, C4H9INO (charge +1) at a distorted geometry, computed with the ωB97M-V functional and the def2-TZVPD basis.

```
16
Properties=species:S:1:pos:R:3:mulliken_charge:R:1
C -0.2392 1.2318 -1.0297 0.001
C 0.7166 -1.6864 -0.9460 -1.272
C 0.6197 -0.8886 0.3074 -0.429
C -0.6692 0.4647 0.1536 -0.210
N -0.4574 1.2932 1.4051 -0.273
O 0.2396 2.3319 -0.7667 -0.550
I -2.6803 -0.3720 0.0769 0.311
H -0.3833 0.8459 -2.0274 0.486
H 1.0686 -1.0624 -1.7446 0.361
H -0.1291 -2.2009 -1.1213 0.400
H 1.3864 -2.6534 -0.9411 0.335
H 1.4928 -0.2686 0.6917 0.459
H 0.1807 -1.6041 1.1108 0.296
H -1.3001 1.3883 1.8286 0.352
H -0.1126 2.3388 1.0716 0.427
H 0.2669 0.8416 1.9312 0.305
```

Its energy is -585.1636 hartree. As for the HOMO energy: -0.5171 hartree. As for the max |F|: 5.38 eV/Å. The HOMO-LUMO gap is 9.510 eV. Its multiplicity is 1. As for the structure (SMILES): CC[C@]([NH3+])(I)C=O. The energy above the lowest of the compared OMol25 structures with the same formula, charge and spin comes out at 1.831 eV. As for the charge: +1.

***

7.
A molecular structure, C4H9INO at a distorted geometry, computed with the ωB97M-V functional and the def2-TZVPD basis.

```
16
Properties=species:S:1:pos:R:3:mulliken_charge:R:1
C -3.2447 -0.8705 0.1062 0.591
C -0.7077 -0.5221 -0.1022 -0.755
C 2.4402 0.8539 -0.2163 -0.750
C -2.1159 -0.2179 -0.5930 -0.413
N 1.8697 -0.1840 0.7210 -0.506
O -4.1851 -1.2145 0.6555 -0.079
I -2.6484 1.8759 0.0067 0.323
H -0.5535 -0.8312 1.0428 0.311
H -0.0566 0.3231 -0.2980 0.179
H -0.3913 -1.3515 -0.7338 0.364
H 3.3128 1.3263 0.2981 0.304
H 2.4513 0.3469 -1.1372 0.372
H 1.7112 1.7675 -0.3449 0.182
H -2.1238 -0.2589 -1.6379 0.477
H 2.2471 -1.0313 0.5589 0.196
H 1.9946 -0.0117 1.6741 0.206
```

Its energy is -585.1351 hartree. As for the HOMO energy: -0.4572 hartree. As for the max |F|: 4.11 eV/Å. The HOMO-LUMO gap is 6.397 eV. Its multiplicity is 1. The energy above the lowest of the compared OMol25 structures with the same formula, charge and spin comes out at 2.605 eV. As for the charge: +1.

***

8.
2 unconnected molecules or ions with the total composition C4H9ISi at a distorted geometry, computed with the ωB97M-V functional and the def2-TZVPD basis.

```
15
Properties=species:S:1:pos:R:3:mulliken_charge:R:1
C -0.5349 2.7812 -0.9024 -0.636
C -0.0528 2.0212 0.0549 -0.121
C 0.0204 -0.4029 1.9264 -1.000
C 0.9050 -2.8888 -1.4274 -0.711
Si -0.4141 0.2666 0.2014 0.145
I -2.7151 -0.3230 -0.3078 -0.122
H -0.0336 3.6604 -1.0504 0.303
H -1.1791 2.4190 -1.7425 0.163
H 0.8525 2.4064 0.6015 0.283
H -0.4349 -0.0446 2.8514 0.391
H -0.0894 -1.5369 2.0422 0.281
H 1.1219 -0.1646 2.1351 0.304
H 0.8782 -3.1326 -2.4948 0.286
H 1.7549 -2.1989 -1.0074 0.220
H -0.0789 -2.8625 -0.8804 0.212
```

Its energy is -744.8615 hartree. As for the HOMO energy (spin up / spin down): -0.3304 / -0.2712 hartree. As for the max |F|: 2.71 eV/Å. The HOMO-LUMO gap (spin up / spin down) is 8.025 / 7.395 eV. Its multiplicity is 1. The energy above the lowest of the compared OMol25 structures with the same formula, charge and spin comes out at 3.669 eV.

***

9.
C4H9N in the gas phase at a distorted geometry, computed with the ωB97M-V functional and the def2-TZVPD basis.

```
14
Properties=species:S:1:pos:R:3:mulliken_charge:R:1
C -1.8935 0.2980 -0.1351 -0.963
C -0.6182 -0.7056 -0.0296 -0.453
C 1.2234 0.9283 -0.0024 -0.196
C 1.8350 -0.4368 0.0582 -0.453
H -2.7103 0.0046 0.5259 0.322
H -1.5069 1.2608 0.2102 0.285
H -2.2629 0.2359 -1.1086 0.288
H -0.4300 -0.8649 1.0400 0.267
H -0.7860 -1.7260 -0.4581 0.368
H 1.6363 1.7539 -0.5973 0.231
H 0.6883 1.1994 0.9346 0.230
H 1.5191 -1.0178 0.9008 0.200
H 2.7039 -0.7723 -0.5355 0.239
N 0.6020 -0.1575 -0.8030 -0.367
```

Its energy is -212.4884 hartree. As for the HOMO energy: -0.3521 hartree. As for the max |F|: 3.41 eV/Å. The HOMO-LUMO gap is 10.848 eV. Its multiplicity is 1. As for the structure (SMILES): CCN1CC1. The energy above the lowest of the compared OMol25 structures with the same formula, charge and spin comes out at 1.707 eV.

***

10.
C4H9N in the gas phase at a distorted geometry, computed with the ωB97M-V functional and the def2-TZVPD basis.

```
14
Properties=species:S:1:pos:R:3:mulliken_charge:R:1
C 0.1578 0.9603 1.8401 -0.923
N -0.5160 -0.0878 1.1137 -0.247
C 0.1895 -0.7254 0.0315 -0.465
C -0.0317 -0.5191 -2.5091 -0.777
C -0.0973 -0.0091 -1.2832 -0.156
H 0.2691 1.8573 1.2585 0.244
H 1.1220 0.6337 2.2240 0.300
H -0.4342 1.2345 2.7153 0.346
H -1.2840 -0.5027 1.5981 0.230
H 1.2697 -0.6713 0.1832 0.271
H -0.1853 -1.7451 0.0041 0.403
H -0.5028 -0.0088 -3.3317 0.263
H 0.6045 -1.3835 -2.6744 0.260
H -0.5613 0.9670 -1.1699 0.250
```

Its energy is -212.5031 hartree. As for the HOMO energy: -0.3083 hartree. As for the max |F|: 1.04 eV/Å. The HOMO-LUMO gap is 9.626 eV. Its multiplicity is 1. As for the structure (SMILES): C=CCNC. The energy above the lowest of the compared OMol25 structures with the same formula, charge and spin comes out at 1.307 eV.

***

Q: energy of number 5 (C4H9INO)?
A: -585.4365 hartree

***

Q: The lowest max |F| belongs to which entry?
A: number 10

***

Q: multiplicity of number 5 (C4H9INO)?
A: 1

***

Q: multiplicity of number 1 (C4H9I3Si)?
A: 1